Entry 1:
{
  "formula": "C67H80CsF3IN13O7PS2SbSe2",
  "method": "ωB97M-V with the def2-TZVPD basis set",
  "symbols": ["C", "C", "H", "I", "C", "H", "H", "H", "C", "C", "N", "H", "H", "H", "H", "C", "H", "H", "C", "F", "C", "H", "C", "H", "Sb", "C", "H", "H", "C", "N", "H", "C", "N", "C", "H", "C", "C", "C", "H", "C", "H", "C", "H", "H", "H", "C", "C", "C", "C", "C", "C", "C", "H", "H", "N", "H", "C", "N", "C", "C", "H", "N", "H", "H", "O", "H", "P", "O", "F", "H", "C", "H", "C", "C", "C", "H", "C", "H", "C", "H", "H", "H", "C", "H", "C", "H", "C", "O", "S", "H", "N", "O", "C", "H", "H", "C", "H", "H", "C", "C", "H", "N", "H", "H", "H", "C", "C", "H", "H", "C", "H", "C", "H", "H", "H", "F", "O", "H", "H", "N", "N", "H", "H", "C", "H", "H", "C", "C", "H", "H", "H", "H", "C", "H", "C", "H", "H", "C", "C", "C", "H", "H", "C", "H", "C", "H", "C", "H", "C", "H", "C", "N", "Se", "C", "C", "S", "O", "H", "C", "Se", "C", "H", "C", "N", "H", "N", "H", "H", "Cs", "C", "H", "H", "C", "H", "C", "H", "O", "C"],
  "positions_angstrom": [[3.015, 3.183, 1.479], [-3.905, -3.995, 5.744], [-4.330, -5.983, -7.324], [-6.038, 0.339, -3.640], [0.384, -5.070, 4.874], [4.985, 0.020, -1.167], [4.097, 1.373, 6.785], [4.131, -2.438, 3.639], [-3.488, -2.647, 7.679], [-1.213, -4.024, -3.371], [-2.641, 1.367, 8.823], [1.356, -7.824, -2.510], [-0.195, -8.646, -0.761], [1.364, -1.677, 6.402], [-3.066, 4.529, -6.055], [5.250, -0.244, 5.971], [2.094, 2.681, -1.676], [-0.956, 5.709, -6.839], [2.681, 3.212, -2.427], [3.443, 3.883, 0.407], [0.813, -3.707, 6.797], [3.250, 1.770, -4.699], [-0.380, 6.473, -2.554], [1.652, 1.891, -5.443], [-0.244, 3.342, -3.375], [4.504, -2.185, -5.020], [-0.564, -4.475, -5.967], [7.097, 0.825, -1.668], [1.105, -2.636, 5.972], [-2.997, 3.977, 2.813], [-4.224, -1.448, -2.850], [-3.721, -5.547, -6.542], [5.032, -1.166, -4.131], [1.982, 3.261, -3.780], [-4.569, -3.978, 3.289], [4.132, -1.613, 4.342], [-1.600, -4.715, -5.772], [0.408, 4.928, -0.773], [-2.743, 5.249, -4.468], [-1.447, -4.140, 1.295], [-3.172, -0.816, 4.836], [-2.236, 4.251, 8.000], [-5.309, -5.495, -5.106], [2.896, 4.213, -2.055], [6.129, -0.022, 6.565], [0.039, -2.076, -3.228], [-3.988, -3.065, 3.422], [-2.186, 3.147, 7.151], [-2.553, 4.377, -5.097], [2.577, 4.383, -4.624], [0.712, -4.008, 4.044], [-3.356, -1.677, 5.464], [2.278, 4.291, -5.669], [-2.969, -0.645, -1.175], [-2.861, 0.265, -1.598], [-3.909, -4.524, -3.320], [2.184, 1.923, -4.490], [-1.687, 3.784, 3.047], [-0.544, 5.085, -1.953], [-3.299, 2.986, 2.004], [-1.227, 2.102, -5.932], [-2.260, 2.171, 1.705], [-0.601, 6.305, -5.217], [-3.433, -2.518, 8.751], [1.349, 1.550, 0.352], [-0.469, 7.233, -1.767], [1.497, -1.330, 3.519], [-2.973, -2.976, -1.986], [3.973, 3.294, 2.410], [7.009, 0.074, -3.264], [-3.478, -4.750, -4.284], [1.418, 5.237, -1.035], [0.455, -4.931, 6.249], [4.105, 0.528, 6.106], [-1.888, 5.497, 7.508], [-0.852, -4.905, 0.826], [2.971, 0.223, 5.369], [-0.239, 2.350, 2.393], [-2.938, -0.264, 7.462], [3.933, -0.791, -6.572], [-2.985, 3.499, -4.613], [-2.652, -5.191, -1.354], [5.262, -1.313, 5.086], [-1.951, -5.461, -7.749], [-1.535, -6.980, -0.980], [-2.218, 5.679, -0.708], [1.082, -2.787, 4.586], [2.528, 0.873, 2.396], [2.601, 1.395, 1.071], [5.117, -0.248, -4.542], [-2.909, 0.032, 8.728], [3.713, 0.974, 0.259], [-3.796, -3.865, 7.117], [7.102, 2.506, -3.494], [0.075, -6.012, 4.434], [-1.782, -5.775, -1.619], [-1.711, 2.433, 5.194], [5.496, 1.968, -4.013], [-1.789, 3.303, 5.831], [-3.714, -2.904, 4.907], [3.128, -2.365, -6.670], [-2.865, -3.194, 2.504], [0.100, 4.341, 3.874], [6.159, -1.910, 4.967], [-1.036, 5.681, 3.563], [6.457, 0.682, -2.542], [2.984, -0.845, 4.485], [2.066, 0.813, 5.458], [-2.236, -7.347, -0.241], [-3.243, -1.552, 6.856], [0.916, -5.721, -3.655], [-1.487, 5.649, 6.186], [3.630, 2.677, -2.505], [-1.159, 6.678, -3.288], [-2.536, 4.112, 9.029], [1.929, 3.829, 1.950], [1.000, -1.321, -3.354], [-3.964, -4.727, 7.751], [-4.289, 2.858, 1.602], [-2.371, -4.411, 2.195], [-1.079, -1.807, -2.522], [5.705, 2.706, -2.420], [0.075, 5.557, 0.062], [-2.131, -4.476, -4.508], [0.228, -5.772, 6.893], [-4.167, -4.955, 5.315], [-1.056, 4.178, -5.328], [6.167, 2.052, -3.157], [0.189, 2.934, -6.602], [5.336, -2.631, -5.579], [2.633, -1.197, -5.426], [3.673, 4.331, -4.590], [3.482, -1.595, -5.984], [1.833, 1.089, -3.880], [-1.975, 4.906, -1.447], [-1.208, 6.628, 5.813], [-2.701, 4.974, -2.258], [-0.900, -5.290, -2.579], [-2.208, -2.256, 1.788], [-1.866, -2.879, -2.517], [0.454, 3.896, -0.417], [-3.816, -0.844, -4.482], [-1.429, 4.547, 5.345], [0.605, 5.367, -6.093], [-4.265, -5.278, -5.295], [0.699, -4.120, 2.968], [-2.386, -5.255, -6.779], [0.815, -3.784, -4.066], [-0.400, -7.717, -1.278], [-4.565, -2.205, 3.078], [0.222, -6.053, -2.893], [-1.333, -2.828, 0.988], [-0.180, -0.051, 3.914], [-3.143, 0.446, -2.898], [-2.509, 1.807, 7.611], [4.355, -2.534, -1.946], [-2.702, 0.823, 6.703], [-2.140, 0.846, -1.191], [-4.108, -0.571, -3.474], [1.986, -2.140, 1.612], [4.869, -1.193, -2.776], [-1.418, 3.262, -7.260], [-0.864, 3.048, -6.338], [5.283, -0.067, -2.132], [0.848, -3.583, 7.873], [-0.049, -3.314, -3.856], [0.596, 6.602, -3.026], [-1.930, 6.363, 8.157], [0.927, -0.469, -0.955], [0.476, -7.251, -2.246], [-2.414, -1.199, 1.847], [-2.099, 3.932, -0.970], [-0.459, 5.463, -5.891], [4.056, -2.948, -4.386], [-0.944, 4.654, 3.921], [2.284, 5.369, -4.259], [-2.759, 1.395, -3.567], [-1.260, 2.701, 2.377]],
  "homo_lumo_gap_ev": 5.90,
  "homo_energy_ha": -0.0981,
  "lumo_energy_ev": 3.231,
  "relative_energy_kcal_mol": 23.9,
  "charge": -2,
  "energy_ev": -289479.3396
}

=====

Entry 2:
{
  "formula": "C67H82BF3IN6O5",
  "method": "ωB97M-V with the def2-TZVPD basis set",
  "symbols": ["C", "N", "H", "C", "C", "H", "C", "H", "C", "H", "H", "H", "O", "C", "H", "H", "C", "C", "C", "C", "H", "C", "H", "O", "C", "C", "C", "C", "H", "C", "O", "C", "H", "H", "C", "H", "C", "C", "H", "H", "H", "H", "H", "H", "C", "H", "H", "C", "H", "H", "C", "C", "H", "H", "C", "H", "H", "C", "H", "C", "H", "H", "H", "C", "N", "H", "C", "N", "H", "H", "H", "H", "C", "H", "F", "H", "H", "C", "C", "C", "H", "H", "H", "H", "N", "C", "C", "C", "H", "F", "N", "C", "H", "H", "H", "B", "H", "C", "I", "H", "H", "C", "C", "C", "C", "H", "F", "C", "H", "H", "H", "H", "C", "C", "H", "H", "H", "N", "C", "C", "O", "H", "C", "H", "H", "H", "C", "C", "C", "C", "C", "H", "C", "C", "H", "H", "H", "C", "C", "H", "C", "H", "C", "C", "C", "C", "H", "H", "C", "H", "H", "H", "C", "H", "H", "H", "O", "C", "C", "C", "H", "H", "H", "H", "H"],
  "positions_angstrom": [[11.663, 5.807, 1.882], [1.399, -1.211, -0.028], [-6.936, -1.257, -4.012], [-6.403, -0.481, -3.304], [14.350, 6.798, -0.809], [-4.881, -0.846, -5.872], [15.688, 7.136, -0.607], [11.940, 6.655, 1.261], [2.119, -0.063, -0.694], [9.308, 0.756, 3.220], [-2.295, -3.863, 0.525], [10.358, 2.676, 1.636], [0.073, -1.586, -2.692], [8.758, -0.387, 1.478], [-1.132, -2.868, 10.225], [-1.718, -3.725, 4.272], [7.311, 1.219, 2.556], [0.266, -4.267, 9.369], [-2.528, 0.126, -2.350], [-2.614, 2.134, 6.763], [-0.899, -5.312, 1.553], [11.122, 4.661, 1.297], [16.396, 6.378, -0.282], [-3.118, -0.444, 0.599], [16.118, 8.445, -0.822], [-8.868, -2.774, -7.435], [-2.013, 7.918, 3.725], [-6.996, -3.806, -8.561], [5.364, 1.475, 1.670], [-6.854, -7.543, -13.276], [-4.767, 1.291, -2.017], [13.873, 9.078, -1.452], [2.022, -0.053, -1.874], [-1.668, 0.813, 3.776], [-7.259, -6.507, -14.117], [-8.902, -3.420, -9.490], [-2.036, -1.253, -1.629], [-1.882, -2.567, 2.312], [-7.133, -1.529, -0.079], [-6.564, -4.250, -9.454], [12.401, 7.506, -1.394], [2.312, 2.202, -0.852], [9.708, -0.914, 1.428], [-6.742, -8.253, -11.244], [-1.819, 0.893, 4.849], [-8.014, -0.426, 1.937], [-0.943, -1.030, 5.272], [-1.010, 5.742, 4.029], [-8.518, -4.376, -11.784], [-2.729, 2.842, 4.731], [8.532, 0.549, 2.487], [-0.769, -5.072, 2.694], [-0.539, 4.855, 3.611], [-6.887, 0.581, -3.427], [-1.950, -3.860, 8.496], [1.441, -5.729, 8.310], [0.580, 1.689, -0.320], [-1.814, 6.979, 5.942], [-4.624, -2.247, 1.898], [-2.028, 0.466, 0.943], [-5.213, -4.065, -7.380], [-0.897, 5.032, 6.060], [-1.974, 7.054, 7.014], [10.773, 3.571, 2.093], [-1.087, 1.081, 1.631], [-8.169, -4.557, -14.234], [0.151, -1.711, -0.424], [-0.407, -2.893, 0.298], [-2.378, 1.169, 8.675], [5.774, -0.174, -0.138], [0.311, -4.647, 2.844], [14.014, 5.779, -0.636], [2.252, 1.762, 1.383], [-4.790, -1.949, -1.321], [2.443, 0.545, 2.205], [-7.818, -6.230, -10.291], [0.407, -0.877, -3.316], [-4.094, 0.314, -2.687], [-5.179, -2.304, 0.875], [13.443, 7.769, -1.233], [-8.539, -2.218, -5.379], [-1.635, -2.353, -4.768], [-2.325, 8.728, 3.070], [-9.895, -2.418, -7.448], [-6.471, 1.096, 2.063], [0.492, -5.203, 8.360], [-1.415, -0.144, 5.690], [-7.857, -5.367, -13.579], [-0.341, -3.706, -0.369], [1.450, 2.820, 2.057], [-0.504, -1.058, -1.589], [-7.055, -7.444, -11.899], [-6.197, -3.038, -5.346], [-1.302, -0.853, 7.721], [11.628, 4.822, 5.137], [-2.221, -2.464, -2.779], [1.870, -1.691, 0.791], [-2.417, 2.033, 5.386], [-3.909, -4.985, 3.080], [-2.670, -1.829, 2.744], [-0.816, -2.118, 2.608], [-0.501, -5.463, 7.415], [-1.415, 6.778, 3.188], [-2.210, 8.019, 5.102], [11.489, 4.776, 4.060], [12.270, 6.755, 3.719], [3.629, 2.357, 1.206], [-8.107, -2.664, -6.271], [-5.490, 0.890, -5.391], [-2.902, -3.340, 8.552], [-2.493, -4.990, 6.744], [-1.264, 6.698, 2.115], [-4.723, 0.049, -5.107], [-1.720, -4.789, 7.482], [-0.324, -6.190, 6.626], [10.678, 2.779, 4.095], [-3.078, 3.023, 7.182], [-4.934, -0.462, -3.698], [-6.827, -0.402, 1.993], [-8.311, -3.340, -8.581], [-2.074, -3.905, -2.369], [-1.935, 0.187, -3.386], [-1.861, -2.760, 0.691], [-6.532, -0.959, 2.979], [17.160, 8.708, -0.662], [-4.055, -3.541, -0.672], [7.766, -0.647, 0.533], [-1.948, -4.021, 3.138], [-8.054, -5.266, -12.203], [-6.791, -3.125, -6.253], [-1.211, 5.841, 5.405], [3.277, -0.202, -0.439], [1.711, 1.431, -0.165], [6.317, 0.956, 1.614], [-5.801, -3.323, 0.894], [10.975, 4.619, 0.221], [-2.170, 1.102, -1.762], [6.546, 0.026, 0.600], [-6.237, -3.700, -7.396], [15.543, 10.438, -1.405], [-1.615, -0.045, 7.066], [-2.920, -4.395, -2.666], [10.954, 3.628, 3.474], [-2.218, 1.093, 7.603], [-7.658, -6.306, -11.363], [15.209, 9.417, -1.241], [7.943, -1.374, -0.255], [13.167, 9.833, -1.785], [-6.276, -1.100, 0.613], [-7.108, -6.587, -15.190], [-5.726, -0.240, -0.006], [-3.610, 0.433, -5.302], [11.848, 5.863, 3.263], [-5.449, 1.242, 1.891], [-6.531, -0.856, -2.183], [7.135, 1.947, 3.343], [-2.479, -2.226, -4.211], [-2.708, -1.620, -0.181], [-0.955, -3.596, 9.438], [-4.171, -2.403, -0.444], [-6.383, -8.429, -13.694], [-2.674, 8.909, 5.520], [-0.887, -6.113, 3.267], [-7.006, 1.620, 1.312], [1.042, -4.060, 10.102]],
  "homo_lumo_gap_ev": 5.33,
  "homo_energy_ha": -0.3749,
  "lumo_energy_ev": -4.868,
  "relative_energy_kcal_mol": 268.9,
  "charge": 1,
  "energy_ev": -106897.5947
}